No. 1
Computed, not measured: a 3-piece molecular cluster, C2H10N2O2 overall, with ωB97M-V/def2-TZVPD.

The calculation puts the gap between HOMO and LUMO at 8.042 eV. The value obtained for the HOMO energy is -8.0 eV. As for the charge: 0. The spin multiplicity is 1. The energy is -9308.36717 eV. The relative energy (zero: lowest compared OMol25 entry of this formula, charge and spin) comes out at 73.85 kcal/mol.

XYZ file:
```
16
Properties=species:S:1:pos:R:3:forces:R:3:mulliken_charge:R:1
H 1.15472 -1.78634 -1.31805 -1.51 -0.37 -1.31 0.27
N 0.14697 -2.08236 -1.45365 -0.38 1.18 3.99 -0.68
C -0.66975 -1.20350 -0.88789 0.99 -0.96 -0.71 -0.08
N -1.48316 -1.13917 0.28568 1.87 -1.51 -0.63 -0.33
C -1.88758 0.20784 0.61303 1.69 2.68 0.39 -0.72
H -0.83021 -0.30334 -1.43093 -0.34 1.36 -0.56 0.42
H -0.92989 -1.43371 1.09761 -0.55 -1.05 -0.59 0.32
H -1.87967 0.36861 1.72377 -0.85 -0.61 -0.91 0.33
H -0.93873 0.84956 0.38677 -2.17 -0.23 -0.25 0.26
H -2.82844 0.58089 0.11566 1.17 -0.46 0.60 0.24
O 2.31121 0.24283 0.70618 1.32 -1.69 1.91 -0.66
H 1.77158 -0.44459 1.14380 -0.49 0.50 -0.65 0.28
H 3.14651 -0.02774 1.19567 -0.85 1.11 -1.26 0.33
O 0.71819 2.00260 -1.03795 -0.11 -2.84 -0.99 -0.59
H 1.30879 1.39728 -0.55862 -0.11 -0.21 -0.39 0.33
H 0.88947 2.77113 -0.58106 0.31 3.09 1.36 0.30
```
Positions in Å, forces in eV/Å.

No. 2
Computed, not measured: a 2-piece molecular cluster, C2H10N2O2 overall, with ωB97M-V/def2-TZVPD.

The calculation puts the gap between HOMO and LUMO at 10.205 eV. The value obtained for the HOMO energy is -9.4 eV. As for the charge: 0. The spin multiplicity is 1. The energy is -9310.64958 eV. The relative energy (zero: lowest compared OMol25 entry of this formula, charge and spin) comes out at 21.21 kcal/mol.

XYZ file:
```
16
Properties=species:S:1:pos:R:3:forces:R:3:mulliken_charge:R:1
N -1.25169 1.34081 0.24058 0.21 0.04 -0.12 -0.45
C -0.46187 1.40158 -0.95923 -0.62 0.10 -0.13 -0.08
O -1.30943 1.44182 -2.11363 -0.20 0.10 -0.05 -0.54
H -2.14004 0.91393 0.01096 -0.11 0.11 0.21 0.21
H -1.37819 2.27809 0.59139 -0.42 -0.09 0.12 0.23
H 0.08185 2.34432 -0.93297 0.55 -0.27 -0.01 0.26
H 0.17595 0.52339 -1.02265 0.36 0.13 -0.05 0.05
H -1.02805 0.80010 -2.76761 0.13 -0.06 0.01 0.31
N 0.62127 -2.14374 0.19497 -0.01 0.32 -0.28 -0.51
C 0.62679 -1.25528 1.32130 -1.26 -0.79 1.01 -0.43
O 1.46943 -0.13301 1.28866 0.49 -0.02 -0.40 -0.51
H 0.40657 -1.62522 -0.64870 0.05 -0.22 -0.05 0.26
H 1.46646 -2.68053 0.05668 0.09 0.09 0.10 0.22
H -0.39444 -0.89241 1.45688 0.19 0.41 -0.32 0.34
H 0.77161 -1.84891 2.23448 0.52 -0.07 -0.17 0.36
H 2.34378 -0.46494 1.04888 0.03 0.21 0.13 0.29
```
Positions in Å, forces in eV/Å.

No. 3
Computed, not measured: a 3-piece molecular cluster, C2H10N2O2 overall, with ωB97M-V/def2-TZVPD.

The calculation puts the gap between HOMO and LUMO at 10.251 eV. The value obtained for the HOMO energy is -9.5 eV. As for the charge: 0. The spin multiplicity is 1. The energy is -9310.83994 eV. The relative energy (zero: lowest compared OMol25 entry of this formula, charge and spin) comes out at 16.82 kcal/mol.

XYZ file:
```
16
Properties=species:S:1:pos:R:3:forces:R:3:mulliken_charge:R:1
H 1.96298 1.14281 2.18599 -0.11 0.11 -0.07 0.24
N 1.63181 0.49685 1.47889 -0.12 -0.65 0.09 -0.65
C 0.60416 0.92119 0.86853 0.82 0.65 -0.40 0.10
N -0.04092 0.17713 -0.10304 -0.10 0.30 -0.83 -0.27
C -0.55740 0.88471 -1.30226 -0.10 -0.58 0.46 -0.89
H 0.26665 1.96307 1.01216 -0.50 -0.51 -0.17 0.31
H 0.47147 -0.64949 -0.38254 0.11 -0.06 0.45 0.24
H -1.13499 0.18015 -1.92131 -0.04 0.20 0.50 0.29
H -1.22465 1.64833 -0.88746 0.21 0.21 -0.72 0.34
H 0.23013 1.24747 -1.99141 -0.26 0.31 0.65 0.31
O -3.61970 0.73838 1.35144 -0.18 -0.03 -0.65 -0.65
H -2.69126 0.48306 1.35918 0.03 -0.08 -0.04 0.32
H -3.90758 0.60190 0.42935 0.22 0.07 0.66 0.32
O 2.36220 -2.75806 -1.88652 -0.10 0.11 -0.10 -0.66
H 2.49019 -2.21983 -1.09964 0.09 -0.08 0.09 0.33
H 2.14782 -3.64027 -1.57038 0.02 0.02 0.08 0.32
```
Positions in Å, forces in eV/Å.

No. 4
Computed, not measured: a 2-piece molecular cluster, C2H10N2O2 overall, with ωB97M-V/def2-TZVPD.

The calculation puts the gap between HOMO and LUMO at 10.178 eV. The value obtained for the HOMO energy is -9.2 eV. As for the charge: 0. The spin multiplicity is 1. The energy is -9307.55648 eV. The relative energy (zero: lowest compared OMol25 entry of this formula, charge and spin) comes out at 92.54 kcal/mol.

XYZ file:
```
16
Properties=species:S:1:pos:R:3:forces:R:3:mulliken_charge:R:1
C 1.87779 0.22156 0.35517 0.28 -0.11 -0.05 -0.65
N 1.62217 -0.94242 -0.47653 -0.19 -0.30 -0.09 -0.26
O 2.81635 -1.72412 -0.62238 0.14 0.29 0.03 -0.47
H 0.96728 0.81646 0.36165 -0.06 0.06 0.05 0.22
H 2.71660 0.83095 0.00270 0.02 -0.02 0.01 0.35
H 2.09148 -0.12118 1.36794 -0.03 0.09 0.02 0.25
H 1.41667 -0.63694 -1.42678 0.18 -0.16 0.19 0.22
H 2.73960 -2.42982 0.03281 -0.24 0.14 -0.16 0.32
C -1.72988 -0.50354 0.02706 -0.22 0.00 0.02 -0.47
O -1.41515 0.87430 0.02192 -0.06 0.67 0.00 -0.18
N -2.61151 1.66024 0.07838 -0.09 -0.37 0.00 -0.57
H -2.25645 -0.77841 0.94489 0.00 -0.04 -0.03 0.26
H -2.34882 -0.76388 -0.83542 0.00 -0.03 0.02 0.27
H -0.76978 -1.01415 -0.02815 -0.05 -0.08 0.02 0.25
H -2.57603 2.28437 -0.72546 0.17 -0.09 0.17 0.24
H -2.54032 2.22658 0.92220 0.16 -0.08 -0.19 0.24
```
Positions in Å, forces in eV/Å.

No. 5
Computed, not measured: a 3-piece molecular cluster, C2H10N2O2 overall, with ωB97M-V/def2-TZVPD.

The calculation puts the gap between HOMO and LUMO (spin up / spin down) at 10.736 / 7.526 eV. The value obtained for the HOMO energy (spin up / spin down) is -14.9 / -15.2 eV. As for the charge: +1. The spin multiplicity is 2. The energy is -9302.32627 eV. The relative energy (zero: lowest compared OMol25 entry of this formula, charge and spin) comes out at 9.60 kcal/mol.

XYZ file:
```
16
Properties=species:S:1:pos:R:3:forces:R:3:mulliken_charge:R:1
C 0.26036 -0.83386 -0.57269 3.98 -2.43 1.51 -0.49
C -1.01410 -1.06167 -0.19092 -4.44 4.09 -1.56 0.11
N -2.08282 -0.16797 -0.66844 2.87 -3.09 2.15 -0.24
N 1.40930 -1.43713 0.15171 -3.74 -0.85 -1.87 -0.54
H 0.62564 -0.33552 -1.44714 -0.68 1.02 -0.22 0.50
H -1.42266 -1.70441 0.55326 0.44 -0.95 0.32 0.35
H -1.90406 0.83518 -0.74328 0.41 0.05 -0.68 0.32
H -2.97074 -0.44066 -0.25542 -0.04 0.31 -0.29 0.31
H 1.37940 -2.47764 0.10710 -0.42 0.75 0.84 0.30
H 2.19550 -1.23916 -0.39658 1.69 0.72 -0.73 0.26
H -0.10267 2.92285 -0.56899 0.17 3.39 1.25 0.31
H 0.29808 1.52286 -0.27561 -0.84 1.46 -1.22 0.37
O -0.18448 2.10521 -0.95654 0.64 -4.74 0.36 -0.66
H 1.28931 -0.14653 1.55265 -0.68 -0.17 0.01 0.40
H 2.13366 0.82414 2.20755 -2.69 0.71 -0.45 0.35
O 1.14893 0.75076 1.88969 3.34 -0.26 0.59 -0.65
```
Positions in Å, forces in eV/Å.

No. 6
Computed, not measured: a 3-piece molecular cluster, C2H10N2O3 overall, with ωB97M-V/def2-TZVPD.

The calculation puts the gap between HOMO and LUMO (spin up / spin down) at 3.075 / 10.030 eV. The value obtained for the HOMO energy (spin up / spin down) is 0.8 / -6.2 eV. As for the charge: -1. The spin multiplicity is 2. The energy is -11358.26833 eV. The relative energy (zero: lowest compared OMol25 entry of this formula, charge and spin) comes out at 0.73 kcal/mol.

XYZ file:
```
17
Properties=species:S:1:pos:R:3:forces:R:3:mulliken_charge:R:1
N 2.43891 0.75224 1.72106 0.40 -0.39 0.79 -0.48
C 1.35132 1.44694 1.07710 0.12 0.59 -0.39 -0.09
C 0.17133 0.59782 0.65512 -0.39 -0.64 0.14 -1.77
N -1.07871 1.12233 0.72801 0.65 -0.35 -0.19 -1.22
O 0.34753 -0.52655 0.19061 0.26 0.11 0.12 0.07
H 2.29565 -0.23982 1.86579 -0.24 0.17 -0.30 0.16
H 3.34109 0.88987 1.28771 -0.30 -0.03 -0.16 0.29
H 1.02405 2.30605 1.67503 -0.11 -0.15 -0.04 0.57
H 1.72518 1.84762 0.12340 -0.25 0.17 0.00 0.02
H -1.32361 1.97136 1.22187 0.08 0.04 -0.26 0.86
H -1.74953 0.61462 0.14903 -0.29 0.31 0.32 0.68
H -2.24170 -3.42586 -0.23860 -1.29 0.09 0.89 0.37
H -0.90056 -2.67807 0.11873 -0.12 0.68 0.56 0.34
O -1.37007 -3.22379 -0.50212 1.46 -0.59 -1.56 -0.64
H -1.70873 0.17670 -3.20665 0.51 -0.29 -0.75 0.45
H -1.11837 -1.16344 -3.10333 0.30 -0.45 0.04 0.35
O -1.20378 -0.46802 -3.76276 -0.80 0.74 0.80 -0.94
```
Positions in Å, forces in eV/Å.

No. 7
Computed, not measured: a 3-piece molecular cluster, C2H10N2O3 overall, with ωB97M-V/def2-TZVPD.

The calculation puts the gap between HOMO and LUMO at 10.118 eV. The value obtained for the HOMO energy is -9.8 eV. As for the charge: 0. The spin multiplicity is 1. The energy is -11357.33401 eV. The relative energy (zero: lowest compared OMol25 entry of this formula, charge and spin) comes out at 62.25 kcal/mol.

XYZ file:
```
17
Properties=species:S:1:pos:R:3:forces:R:3:mulliken_charge:R:1
C -2.47117 0.12576 -0.21764 -3.75 -0.59 -0.55 -0.80
N -1.07137 0.56204 -0.18132 -3.86 -0.86 1.36 -0.16
C -0.62169 0.66713 1.10302 0.66 1.71 4.34 0.56
N 0.71023 0.75631 1.09749 3.06 0.44 0.97 -0.32
O -1.15501 0.81224 2.25212 -0.60 -0.80 -3.88 -0.68
H -2.86559 -0.78848 0.37994 1.86 0.65 -1.03 0.26
H -3.00483 0.01345 -1.26669 1.76 0.45 1.89 0.30
H -3.12517 0.83307 0.35761 0.93 0.17 -0.82 0.27
H -0.44365 0.28738 -0.89696 0.41 -0.49 -0.46 0.26
H 1.09116 0.68908 0.18762 1.19 0.12 -0.48 0.10
H 1.29011 1.19679 1.86466 -1.56 -0.98 -1.42 0.24
O 2.09132 -2.22904 -0.34443 5.32 7.60 6.53 -0.57
H 1.66629 -2.78724 -0.78744 -5.65 -7.33 -5.83 0.24
H 1.59538 -2.04346 0.47349 0.33 -0.19 -0.61 0.32
O 1.71479 -0.13036 -2.74290 2.94 -3.69 2.30 -0.58
H 1.28976 0.57585 -3.03091 -4.25 4.63 -3.04 0.27
H 2.38287 0.41502 -2.32522 1.21 -0.84 0.72 0.31
```
Positions in Å, forces in eV/Å.

Which of these has the highest charge? number 5

Among the records above, which one has the lowest energy? number 6

What is the energy in the sixth record? -11358.26833 eV

What did the first record say?
Computed, not measured: a 3-piece molecular cluster, C2H10N2O2 overall, with ωB97M-V/def2-TZVPD.

The calculation puts the gap between HOMO and LUMO at 8.042 eV. The value obtained for the HOMO energy is -8.0 eV. As for the charge: 0. The spin multiplicity is 1. The energy is -9308.36717 eV. The relative energy (zero: lowest compared OMol25 entry of this formula, charge and spin) comes out at 73.85 kcal/mol.

XYZ file:
```
16
Properties=species:S:1:pos:R:3:forces:R:3:mulliken_charge:R:1
H 1.15472 -1.78634 -1.31805 -1.51 -0.37 -1.31 0.27
N 0.14697 -2.08236 -1.45365 -0.38 1.18 3.99 -0.68
C -0.66975 -1.20350 -0.88789 0.99 -0.96 -0.71 -0.08
N -1.48316 -1.13917 0.28568 1.87 -1.51 -0.63 -0.33
C -1.88758 0.20784 0.61303 1.69 2.68 0.39 -0.72
H -0.83021 -0.30334 -1.43093 -0.34 1.36 -0.56 0.42
H -0.92989 -1.43371 1.09761 -0.55 -1.05 -0.59 0.32
H -1.87967 0.36861 1.72377 -0.85 -0.61 -0.91 0.33
H -0.93873 0.84956 0.38677 -2.17 -0.23 -0.25 0.26
H -2.82844 0.58089 0.11566 1.17 -0.46 0.60 0.24
O 2.31121 0.24283 0.70618 1.32 -1.69 1.91 -0.66
H 1.77158 -0.44459 1.14380 -0.49 0.50 -0.65 0.28
H 3.14651 -0.02774 1.19567 -0.85 1.11 -1.26 0.33
O 0.71819 2.00260 -1.03795 -0.11 -2.84 -0.99 -0.59
H 1.30879 1.39728 -0.55862 -0.11 -0.21 -0.39 0.33
H 0.88947 2.77113 -0.58106 0.31 3.09 1.36 0.30
```
Positions in Å, forces in eV/Å.